i | Computed, not measured: C9H11NS in the gas phase, with the ωB97M-V functional and the def2-TZVPD basis.

ORCA input file:
```
! RIJCOSX wB97M-V def2-TZVPD def2/J DEFGRID3
* xyz 0 1
S 0.82 2.67 0.33
N 1.81 -1.68 1.95
C -2.64 0.60 0.98
C -0.42 -0.10 -0.01
C 0.90 0.28 -0.43
C -1.18 0.86 0.60
C -0.97 -1.41 -0.57
C 3.42 0.39 -0.65
C 2.09 -0.98 1.10
C -0.69 2.20 0.70
C 2.14 -0.14 0.03
H -2.64 -0.29 1.58
H -3.33 0.33 0.14
H -1.94 -1.12 -1.09
H -0.34 -1.81 -1.26
H 3.57 1.44 -0.54
H 3.32 0.00 -1.72
H -1.42 2.97 0.87
H 4.23 -0.06 -0.18
H -1.19 -2.12 0.22
H 0.84 0.71 -1.44
H -3.04 1.50 1.43
*
```

structure (SMILES) = C/C(C#N)=C/C(C)=C(/C)C=S
molar mass = 165.261 g/mol
LUMO = -0.9 eV

---

ii | Computed, not measured: C9H11NS in the gas phase, with the ωB97M-V functional and the def2-TZVPD basis.

ORCA input file:
```
! RIJCOSX wB97M-V def2-TZVPD def2/J DEFGRID3
* xyz 0 1
S -0.70 -1.56 0.54
N 0.53 2.29 0.13
C 1.38 0.38 0.04
C 0.98 -0.95 0.71
C -3.85 1.05 -0.13
C 1.71 1.75 0.40
C 3.54 -1.27 -0.17
C 2.09 -0.90 -0.40
C -3.09 -0.26 -0.11
C -1.61 -0.22 0.22
C 0.44 1.30 -0.77
H -3.44 -1.01 0.62
H 3.69 -2.38 -0.18
H 4.06 -0.73 -0.91
H -4.27 1.25 -1.14
H 3.98 -0.95 0.78
H -3.16 1.92 0.19
H -3.29 -0.78 -1.11
H -4.69 1.02 0.58
H 1.73 -1.17 -1.29
H 2.66 2.27 0.28
H 1.31 -1.06 1.73
*
```

molar mass = 165.261 g/mol
LUMO = 0.1 eV

---

Which of them is the most stable? Correct choice: i.

---

i | Computed, not measured: 3 unconnected molecules or ions with the total composition C3H8Cl2N4, with the ωB97M-V functional and the def2-TZVPD basis.

ORCA input file:
```
! RIJCOSX wB97M-V def2-TZVPD def2/J DEFGRID3
* xyz 2 1
Cl 1.61 -2.09 -0.06
Cl -1.71 0.85 2.52
N 0.12 1.50 -1.42
N -0.09 -2.91 -1.91
N -0.16 2.77 2.91
N 0.22 1.76 0.99
C 0.23 -1.80 -1.02
C 0.28 1.50 -0.27
C -0.43 1.85 2.10
H 0.66 3.50 2.78
H -0.50 -1.60 -0.32
H -1.13 -2.72 -2.15
H -0.63 2.76 3.84
H 0.39 -3.07 -2.76
H 0.65 2.12 -2.03
H -0.18 -3.78 -1.29
H 0.66 -0.64 -1.90
*
```

molar mass = 171.031 g/mol
LUMO = -7.3 eV

---

ii | Computed, not measured: 2 unconnected molecules or ions with the total composition C3H8Cl2N4, with the ωB97M-V functional and the def2-TZVPD basis.

ORCA input file:
```
! RIJCOSX wB97M-V def2-TZVPD def2/J DEFGRID3
* xyz 2 1
Cl -2.54 1.69 -0.28
Cl 3.04 1.68 -0.48
N -2.18 -0.96 -0.82
N -0.47 1.08 1.91
N 2.85 -1.06 -0.55
N 1.36 0.04 0.75
C 2.39 0.09 -0.11
C -1.58 0.38 -0.93
C 0.24 0.50 1.02
H 3.80 -1.14 -0.86
H -1.42 -1.52 -0.41
H -2.44 -1.21 -1.79
H -0.10 1.52 2.82
H 2.49 -1.89 -0.21
H -1.43 1.12 1.98
H -0.96 0.53 -1.87
H -3.05 -0.85 -0.17
*
```

molar mass = 171.031 g/mol
LUMO (spin up / spin down) = -8.9 / -9.0 eV

---

Which of them is the most stable? Correct choice: i.

---

i | Computed, not measured: a molecular structure, C13H16ClIN2Ni, with the ωB97M-V functional and the def2-TZVPD basis.

ORCA input file:
```
! RIJCOSX wB97M-V def2-TZVPD def2/J DEFGRID3
* xyz 0 3
I 0.20 2.89 -0.99
Ni 0.73 1.25 0.74
Cl -0.61 1.25 3.42
N 0.79 -0.90 -0.43
N -1.47 0.52 0.08
C -0.40 -2.49 -1.77
C -1.54 -0.42 -0.89
C 0.29 0.23 2.35
C 0.70 -3.34 -1.75
C -3.82 0.20 -1.41
C -2.70 -0.60 -1.66
C -3.73 1.16 -0.41
C 1.83 -1.73 -0.38
C -2.54 1.29 0.30
C 1.83 -2.96 -1.03
C 2.13 2.49 1.51
C -0.35 -1.28 -1.06
C 2.69 1.25 0.72
H -0.37 -0.53 1.93
H -4.56 1.82 -0.17
H 2.71 -3.59 -0.96
H 2.11 0.72 -0.07
H 2.20 3.41 0.95
H 0.65 -4.27 -2.29
H -1.33 -2.74 -2.27
H 2.70 -1.40 0.18
H 1.14 2.41 1.98
H -2.70 -1.37 -2.43
H -2.40 2.07 1.06
H 1.19 -0.15 2.85
H 3.51 1.66 0.13
H 2.78 2.59 2.38
H -4.72 0.05 -1.98
H 3.10 0.50 1.39
*
```

molar mass = 421.335 g/mol
LUMO (spin up / spin down) = -0.4 / -0.4 eV

---

ii | Computed, not measured: a molecular structure, C13H16ClIN2Ni, with the ωB97M-V functional and the def2-TZVPD basis.

ORCA input file:
```
! RIJCOSX wB97M-V def2-TZVPD def2/J DEFGRID3
* xyz 0 3
I 0.06 2.79 0.90
Ni 0.20 0.38 0.66
Cl -0.76 0.08 3.62
N -1.70 0.28 -0.19
N 0.32 -1.33 -0.37
C -2.70 1.17 0.03
C 4.20 2.70 1.09
C 1.36 -2.20 -0.30
C 1.38 -3.38 -1.04
C 0.29 -3.73 -1.85
C -0.78 -1.69 -1.11
C -3.11 -0.88 -1.75
C 3.16 3.74 1.52
C -1.91 -0.77 -1.04
C -4.08 0.10 -1.64
C -0.32 -0.76 2.16
C -0.80 -2.86 -1.87
C -3.85 1.16 -0.75
H -4.56 1.96 -0.64
H 2.19 -1.93 0.34
H 0.45 -1.52 2.37
H 2.24 -4.05 -0.98
H -3.20 -1.75 -2.39
H 2.82 4.36 0.69
H -1.70 -3.08 -2.45
H 2.27 3.24 1.97
H 3.54 4.45 2.26
H 5.06 3.17 0.59
H 4.62 2.20 1.97
H 0.28 -4.64 -2.46
H 3.74 1.98 0.40
H -4.97 0.04 -2.24
H -2.51 1.98 0.76
H -1.24 -1.22 1.75
*
```

molar mass = 421.335 g/mol
LUMO (spin up / spin down) = -1.0 / -1.1 eV

---

Which of them is the most stable? Correct choice: ii.

---

i | Computed, not measured: a molecular structure, C3H6AsF7O3Rb, with the ωB97M-V functional and the def2-TZVPD basis.

ORCA input file:
```
! RIJCOSX wB97M-V def2-TZVPD def2/J DEFGRID3
* xyz -1 1
Rb -8.07 22.28 5.19
As -10.70 20.87 2.40
F -9.71 21.82 7.44
F -10.62 22.00 1.10
F -10.05 19.62 1.40
F -10.70 19.81 3.75
F -11.30 22.12 3.43
F -9.06 21.34 2.88
F -12.29 20.41 1.95
O -12.89 25.06 6.38
O -12.46 27.27 6.31
O -10.86 25.90 5.89
C -13.84 27.53 6.54
C -10.27 24.58 5.88
C -12.14 25.97 6.20
H -14.28 26.78 7.19
H -13.89 28.51 7.00
H -9.42 24.65 5.20
H -10.98 23.85 5.52
H -9.90 24.35 6.88
H -14.37 27.53 5.59
*
```

molar mass = 383.454 g/mol
LUMO = 1.7 eV

---

ii | Computed, not measured: a molecular structure, C3H6AsF7O3Rb, with the ωB97M-V functional and the def2-TZVPD basis.

ORCA input file:
```
! RIJCOSX wB97M-V def2-TZVPD def2/J DEFGRID3
* xyz -1 1
Rb -0.18 -0.95 -2.72
As -3.20 0.57 0.07
F -3.98 0.07 -1.43
F -4.74 0.76 0.86
F -2.37 1.08 1.54
F -3.06 -1.12 0.48
F 0.70 1.42 -3.98
F -3.32 2.23 -0.47
F -1.63 0.43 -0.74
O 1.85 -0.89 -0.63
O 2.31 0.84 0.70
O 2.14 -1.10 1.60
C 2.10 -0.44 0.45
C 1.68 -2.44 1.52
C 1.82 1.80 -0.22
H 2.06 1.42 -1.22
H 0.75 2.00 -0.18
H 2.29 2.77 -0.12
H 1.67 -2.92 2.50
H 2.40 -3.03 0.94
H 0.70 -2.49 1.06
*
```

molar mass = 383.454 g/mol
LUMO = 1.8 eV

---

Which of them is the most stable? Correct choice: ii.

---

i | Computed, not measured: a molecular structure, C24H29N3O3S, with the ωB97M-V functional and the def2-TZVPD basis.

ORCA input file:
```
! RIJCOSX wB97M-V def2-TZVPD def2/J DEFGRID3
* xyz 0 1
S -3.89 -0.53 -1.99
O -4.98 0.09 -1.60
O -3.66 -0.53 -3.34
O 0.22 1.55 2.49
N -1.65 -2.37 -0.44
N 0.75 2.10 0.26
N -3.82 -2.20 -1.58
C -0.33 1.61 -0.30
C 1.46 -1.23 1.32
C 0.73 -2.17 -0.96
C 1.05 1.15 -2.37
C 1.96 -1.86 -0.76
C 3.65 2.12 1.95
C -2.63 -2.31 0.55
C 2.38 1.49 -1.43
C 2.38 2.89 2.33
C -0.07 1.04 -1.57
C -1.94 -3.60 -1.41
C 2.44 -1.50 0.43
C 0.07 -1.69 1.15
C 0.92 2.12 1.62
C -4.17 -2.34 -0.16
C -2.62 1.04 -0.10
C -2.53 0.48 -1.23
C -2.95 -3.01 -2.16
C 1.94 2.75 -0.64
C 3.72 2.22 3.54
C -1.53 1.73 0.23
C -0.22 -2.31 -0.13
C -1.18 0.38 -2.16
C 2.51 2.79 3.82
H 1.21 0.27 -2.75
H 4.70 2.99 3.72
H 1.26 3.44 -1.19
H -3.75 1.01 0.27
H 3.13 2.02 -2.26
H -2.43 -1.35 1.10
H 1.80 1.93 4.19
H 4.01 1.14 4.15
H -4.42 -3.37 0.15
H -1.55 1.97 1.28
H 3.36 1.20 1.65
H 1.62 -0.81 2.40
H 0.88 1.86 -3.09
H -1.21 -0.20 -3.13
H 2.15 3.62 4.48
H -4.66 -1.55 0.20
H 2.56 3.42 -0.25
H -2.44 -4.43 -0.94
H -0.86 -3.88 -1.91
H 4.28 2.56 1.21
H -2.61 -2.36 -3.17
H -3.32 -3.95 -2.97
H 2.86 -1.98 -1.72
H 2.63 0.90 -0.73
H 3.44 -1.34 0.73
H 0.38 -2.60 -1.85
H -0.67 -1.42 1.89
H -2.69 -2.87 1.36
H 2.30 3.88 1.83
*
```

molar mass = 439.581 g/mol
LUMO = 0.5 eV

---

ii | Computed, not measured: C24H29N3O3S in the gas phase, with the ωB97M-V functional and the def2-TZVPD basis.

ORCA input file:
```
! RIJCOSX wB97M-V def2-TZVPD def2/J DEFGRID3
* xyz 0 1
S -5.92 -1.09 -0.56
O 5.94 -1.41 1.08
O 1.16 -1.61 0.29
O 1.90 0.43 0.83
N -0.78 0.55 -0.02
N -4.14 0.75 0.37
N -3.68 -1.56 0.61
C -4.22 -2.76 0.32
C 3.74 0.10 -1.47
C -3.17 2.69 0.85
C 4.27 -0.85 -0.60
C 1.22 0.10 -1.42
C -4.42 -0.58 0.22
C -4.49 2.95 0.41
C 5.39 -2.69 1.22
C 2.49 -0.23 -2.23
C -5.06 1.75 0.13
C -0.02 -0.57 -2.04
C 5.46 1.63 -0.81
C -0.26 1.84 -0.43
C 4.35 1.34 -1.58
C -1.23 -0.23 -1.16
C -5.43 -2.72 -0.30
C 5.37 -0.55 0.18
C 5.97 0.71 0.07
C 0.95 1.61 -1.35
C 2.16 0.00 2.16
C -2.97 1.33 0.82
C 1.36 -0.46 -0.01
C 2.11 1.20 3.09
C -1.70 0.59 1.10
H 0.04 2.38 0.46
H 5.47 -3.27 0.29
H 3.96 2.07 -2.27
H -6.04 1.51 -0.22
H -1.69 -1.14 -0.77
H -3.69 -3.65 0.60
H -6.05 -3.53 -0.62
H -1.03 2.43 -0.95
H 1.83 2.12 -0.95
H 2.47 -1.30 -2.46
H -0.16 -0.21 -3.06
H 2.34 0.89 4.10
H 3.78 -1.81 -0.53
H 0.76 1.98 -2.36
H 6.83 0.92 0.69
H 5.93 2.60 -0.90
H 5.97 -3.18 2.00
H 2.45 0.32 -3.17
H 2.83 1.95 2.77
H 0.14 -1.65 -2.06
H 1.41 -0.76 2.44
H -1.92 -0.44 1.39
H 3.15 -0.46 2.19
H -4.95 3.91 0.33
H -1.99 0.32 -1.74
H -1.18 1.08 1.93
H 1.12 1.65 3.08
H -2.45 3.42 1.16
H 4.34 -2.66 1.53
*
```

structure (SMILES) = CCOC(=O)C1(Cc2cccc(OC)c2)CCN(Cc2cccn2-c2nccs2)CC1
molar mass = 439.581 g/mol
LUMO = 0.6 eV

---

Which of them is the most stable? Correct choice: ii.

---

i | Computed, not measured: a gas-phase ion, C5H6NO (charge +1), with the ωB97M-V functional and the def2-TZVPD basis.

ORCA input file:
```
! RIJCOSX wB97M-V def2-TZVPD def2/J DEFGRID3
* xyz 1 3
O -2.30 0.10 0.48
N 0.83 -0.05 -0.36
C -1.54 0.85 -0.36
C 1.07 -1.37 0.32
C 0.21 1.13 0.29
C -1.40 -0.58 -0.24
C -0.19 -1.18 -0.32
H 1.79 -1.86 -0.18
H 1.19 -1.50 1.41
H 0.59 2.05 0.00
H 0.38 0.67 1.33
H 1.33 0.08 -1.28
H -1.96 1.66 -1.10
*
```

molar mass = 96.109 g/mol
LUMO (spin up / spin down) = -3.5 / -7.2 eV

---

ii | Computed, not measured: a gas-phase ion, C5H6NO (charge +1), with the ωB97M-V functional and the def2-TZVPD basis.

ORCA input file:
```
! RIJCOSX wB97M-V def2-TZVPD def2/J DEFGRID3
* xyz 1 3
O -1.39 -0.84 0.24
N -0.86 0.20 -0.36
C 1.30 -1.48 1.21
C -1.86 0.92 -1.03
C 2.46 -0.75 1.06
C 0.40 0.55 -0.20
C 1.28 -0.33 0.37
H 0.70 -2.25 1.52
H 3.59 -0.76 1.08
H -2.64 1.00 -0.16
H 0.91 1.35 -0.64
H -2.38 0.39 -1.75
H -1.50 2.01 -1.34
*
```

molar mass = 96.109 g/mol
LUMO (spin up / spin down) = -4.4 / -7.9 eV

---

Which of them is the most stable? Correct choice: ii.

---

i | Computed, not measured: a gas-phase ion, C4H6N (charge +1), with the ωB97M-V functional and the def2-TZVPD basis.

ORCA input file:
```
! RIJCOSX wB97M-V def2-TZVPD def2/J DEFGRID3
* xyz 1 1
N -0.18 -0.34 0.56
C -1.24 0.32 -0.18
C 1.29 0.33 0.47
C 2.37 0.81 0.31
C -0.56 -0.89 -0.73
H -0.52 -0.72 1.43
H 0.13 -0.48 -1.44
H -2.18 0.16 0.41
H 3.34 1.17 0.50
H -1.26 -1.63 -0.90
H -1.20 1.28 -0.44
*
```

structure (SMILES) = C#C[NH+]1CC1
molar mass = 68.099 g/mol
LUMO = -4.0 eV

---

ii | Computed, not measured: a gas-phase ion, C4H6N (charge +1), with the ωB97M-V functional and the def2-TZVPD basis.

ORCA input file:
```
! RIJCOSX wB97M-V def2-TZVPD def2/J DEFGRID3
* xyz 1 1
N 0.06 -0.55 0.67
C 0.73 0.74 0.43
C -0.82 0.51 1.22
C 0.22 -0.04 -0.65
C 0.15 -0.49 -1.88
H -1.69 0.68 0.66
H -0.14 -1.49 -2.17
H -0.93 0.73 2.21
H 0.22 -1.36 1.25
H 0.58 0.15 -2.59
H 1.61 1.12 0.84
*
```

structure (SMILES) = C=C1[C@H]2C[N@@H+]12
molar mass = 68.099 g/mol
LUMO = -3.7 eV

---

Which of them is the most stable? Correct choice: ii.